9 unconnected molecules or ions with the total composition C82H62Cl4N2O10 at a distorted geometry. Source: the Open Molecules 2025 dataset; level of theory: ωB97M-V/def2-TZVPD.

## Properties
Relative energy (zero: lowest compared OMol25 entry of this formula, charge and spin) ... 0.0 kJ/mol
E_HOMO ... -9.4147 eV
SMILES string ... O=C1c2ccccc2C(=O)c2ccccc21.O=C1c2ccccc2C(=O)c2ccccc21.O=C1c2ccccc2C(=O)c2ccccc21.O=C1c2ccccc2C(=O)c2ccccc21.O=C1c2ccccc2C(=O)c2ccccc21.CCCC#N.CCCC#N.ClCCCl.ClCCCl
Lowest unoccupied orbital energy ... -0.042 Eh
E_tot ... -5864.47056 Ha
Total charge ... 0

Cartesian coordinates (Å):
O -1.83645 1.46476 -12.61842
C -1.33547 1.09047 -11.57631
C -2.17504 0.95220 -10.23976
C -3.58853 1.20166 -10.19151
C -4.26369 1.06688 -9.01273
C -3.55549 0.57212 -7.86493
C -2.19545 0.39968 -7.97696
C -1.44445 0.62265 -9.10507
C 0.08142 0.52524 -9.05191
O 0.73280 0.31465 -8.03316
C 0.77442 0.33029 -10.41436
C 2.08679 -0.17056 -10.49481
C 2.69939 -0.42543 -11.74023
C 2.05235 -0.11710 -12.91972
C 0.77084 0.42942 -12.88713
C 0.06834 0.58245 -11.62016
H -4.18651 1.38328 -11.07232
H -5.29670 1.36930 -8.92422
H -4.00182 0.39457 -6.89763
H -1.72964 -0.04322 -7.10905
H 2.67275 -0.33865 -9.60330
H 3.75699 -0.59152 -11.88273
H 2.47262 -0.23749 -13.90729
H 0.30019 0.63954 -13.83620
O 9.03698 1.66783 0.34706
C 8.66616 1.31219 1.43074
C 9.24706 1.93674 2.68052
C 10.22555 2.96690 2.48331
C 10.69193 3.61732 3.59789
C 10.24581 3.23203 4.88479
C 9.22373 2.27020 5.02460
C 8.76494 1.51759 3.95019
C 7.74920 0.47565 4.13995
O 7.30686 0.00129 5.17022
C 7.06960 -0.02476 2.89611
C 5.98535 -0.94538 3.03914
C 5.25501 -1.38949 1.89717
C 5.61180 -0.87663 0.63680
C 6.72256 0.01214 0.54745
C 7.46595 0.45687 1.64452
H 10.67896 3.21809 1.53583
H 11.43127 4.40342 3.55515
H 10.59331 3.63880 5.82297
H 9.03905 2.08382 6.07225
H 5.66841 -1.37893 3.97615
H 4.45949 -2.11556 1.97702
H 5.01565 -1.16362 -0.21681
H 6.97034 0.38746 -0.43446
O 1.61980 -7.42535 -8.79078
C 1.38354 -8.34734 -7.98593
C 1.41659 -9.78318 -8.33635
C 1.49567 -10.18117 -9.75646
C 1.20060 -11.51393 -10.09648
C 1.10232 -12.48606 -9.06376
C 1.03639 -12.17712 -7.72752
C 1.19038 -10.82186 -7.38330
C 1.00389 -10.44841 -5.92091
O 0.83950 -11.30250 -5.01151
C 0.72925 -8.99059 -5.57761
C 0.16927 -8.60445 -4.33033
C -0.11011 -7.25948 -4.13630
C 0.20346 -6.27723 -5.07212
C 0.66972 -6.62936 -6.27576
C 0.94271 -8.03321 -6.53814
H 1.65086 -9.41586 -10.50253
H 1.15901 -11.77779 -11.14293
H 1.14978 -13.52186 -9.36586
H 0.66698 -12.88058 -6.99603
H -0.00238 -9.35247 -3.57046
H -0.40918 -7.02276 -3.12590
H 0.02607 -5.21632 -4.97512
H 0.91320 -5.79285 -6.91401
O 2.65925 4.84983 0.19138
C 2.14813 4.99614 -0.97726
C 2.90154 5.27429 -2.17960
C 4.28002 5.19673 -2.09735
C 4.97601 5.19653 -3.28893
C 4.25691 5.22478 -4.55522
C 2.87728 5.40468 -4.61754
C 2.14145 5.31229 -3.39066
C 0.60582 5.28638 -3.54340
O 0.08425 5.37565 -4.63965
C -0.08588 4.94527 -2.32276
C -1.49085 4.73557 -2.30911
C -2.11546 4.28624 -1.23293
C -1.42114 4.04400 -0.01394
C -0.02675 4.11402 -0.00883
C 0.63752 4.69736 -1.12190
H 4.77813 5.00002 -1.15949
H 6.03296 4.97817 -3.24923
H 4.87504 5.29077 -5.43837
H 2.30589 5.47113 -5.53160
H -2.00127 4.88048 -3.24979
H -3.18818 4.35499 -1.12832
H -2.08517 3.74365 0.78309
H 0.62494 3.90502 0.82664
O -0.29918 7.72183 5.14241
C -0.87986 6.76443 5.63403
C -2.33157 6.78112 5.43863
C -2.96328 7.97390 5.02853
C -4.41034 7.98331 4.87242
C -5.19429 6.88109 5.20067
C -4.47158 5.72453 5.66092
C -3.11392 5.67736 5.86639
C -2.47518 4.42846 6.42207
O -3.21776 3.49173 6.76122
C -0.97069 4.51606 6.77195
C -0.29345 3.58608 7.59743
C 1.13100 3.48102 7.74579
C 1.80287 4.56801 7.10283
C 1.18500 5.59680 6.45100
C -0.22111 5.55532 6.22750
H -2.48366 8.88352 4.69843
H -4.88219 8.87349 4.48339
H -6.24678 7.07736 5.05880
H -5.04710 4.82849 5.84063
H -0.94332 2.92624 8.15303
H 1.71007 2.69274 8.20370
H 2.88101 4.62057 7.13825
H 1.75869 6.30952 5.87715
C -0.84978 -2.63099 4.85788
C -1.50677 -2.67228 3.42594
C -1.45224 -1.35489 2.76212
C -1.74959 -1.31008 1.31522
N -2.01525 -1.27773 0.19571
H -1.25960 -1.91254 5.56780
H 0.13389 -2.16319 4.81714
H -0.76926 -3.58247 5.38352
H -2.55646 -2.96596 3.42846
H -1.03046 -3.44937 2.82815
H -0.58792 -0.70255 2.88667
H -2.19733 -0.73409 3.25967
C -10.01762 0.03560 10.66500
C -9.44023 0.00900 9.25276
C -8.19933 -0.96849 8.94627
C -7.72383 -1.09694 7.58636
N -7.35291 -1.09871 6.51030
H -10.50906 -0.87859 10.99795
H -10.68604 0.88524 10.80435
H -9.16985 0.14191 11.34182
H -9.00529 0.91365 8.82788
H -10.22849 -0.36715 8.60064
H -8.49153 -1.99961 9.14502
H -7.28077 -0.63718 9.43062
Cl 0.67778 0.54054 13.39610
C 0.21337 -1.23070 13.80252
C -0.13993 -2.01508 12.52376
Cl 1.29924 -2.48604 11.51889
H -0.53184 -1.12794 14.59132
H 1.12771 -1.61080 14.25816
H -0.86826 -1.48240 11.91230
H -0.78948 -2.82154 12.86406
Cl -8.63485 -4.89058 -0.35251
C -8.61130 -3.35731 0.57242
C -8.02540 -2.31194 -0.34921
Cl -9.15965 -1.81964 -1.59315
H -7.96360 -3.53964 1.42993
H -9.56436 -3.01491 0.97559
H -7.06918 -2.59036 -0.79216
H -7.84014 -1.38893 0.20019